ORCA calculation (ωB97M-V/def2-TZVPD) on one molecule with the formula ClHNO2P.

XYZ file:
```
6
ClHNO2P | OMol25 | ωB97M-V/def2-TZVPD
N -0.415 -0.413 -0.882
O -0.267 0.505 -1.664
O 0.044 -0.547 2.121
P 0.445 -0.027 0.766
Cl 0.283 1.930 0.825
H -0.091 -1.448 -1.165
```

Properties
HOMO level (alpha / beta) = -9.95 / -9.55 eV
E_LUMO (alpha / beta) = -2.2204 / -1.3018 eV
ΔE to the lowest compared entry with this formula, charge and spin = 0.381 eV
HOMO-LUMO gap (alpha / beta) = 7.73 / 8.24 eV

***

ORCA calculation (ωB97M-V/def2-TZVPD) on a 2-piece molecular cluster, ClHNO2P overall.

XYZ file:
```
6
ClHNO2P | OMol25 | ωB97M-V/def2-TZVPD
N -1.285 -2.028 -0.118
O -1.529 1.361 1.027
O -1.359 -0.920 0.388
P -1.824 0.614 -0.149
Cl 3.298 1.061 -0.616
H 2.698 -0.087 -0.532
```

Properties
spin multiplicity = 3
HOMO level (alpha / beta) = -9.43 / -11.90 eV
E_LUMO (alpha / beta) = -1.0556 / -1.2686 eV
ΔE to the lowest compared entry with this formula, charge and spin = 0.700 eV
HOMO-LUMO gap (alpha / beta) = 8.37 / 10.63 eV

***

ORCA calculation (ωB97M-V/def2-TZVPD) on a 2-piece molecular cluster, ClHNO2S overall.

XYZ file:
```
6
ClHNO2S | OMol25 | ωB97M-V/def2-TZVPD
N 1.363 0.015 0.772
O -0.678 -1.184 -1.796
O -1.454 1.069 -1.245
S -1.191 -0.259 -0.807
Cl 0.540 -0.641 2.181
H 1.420 0.999 0.895
```

Properties
HOMO level (alpha / beta) = -2.60 / -2.60 eV
E_LUMO (alpha / beta) = 3.6045 / 3.6043 eV
charge = -1
ΔE to the lowest compared entry with this formula, charge and spin = 2.334 eV
HOMO-LUMO gap (alpha / beta) = 6.21 / 6.21 eV

***

ORCA calculation (ωB97M-V/def2-TZVPD) on one molecule with the formula ClHNOPS.

XYZ file:
```
6
ClHNOPS | OMol25 | ωB97M-V/def2-TZVPD
N -0.176 0.491 -0.458
O -2.322 2.197 -0.061
P -1.568 0.950 0.071
S -2.953 -0.400 1.185
Cl -3.530 -0.334 -0.683
H -0.062 -0.556 -0.405
```

Properties
spin multiplicity = 3
HOMO level (alpha / beta) = -7.01 / -10.56 eV
E_LUMO (alpha / beta) = -0.8643 / -3.5361 eV
ΔE to the lowest compared entry with this formula, charge and spin = 0.000 eV
HOMO-LUMO gap (alpha / beta) = 6.15 / 7.03 eV

***

ORCA calculation (ωB97M-V/def2-TZVPD) on a 2-piece molecular cluster, ClHNP overall.

XYZ file:
```
4
ClHNP | OMol25 | ωB97M-V/def2-TZVPD
N -1.519 -0.017 1.723
P -2.862 0.315 2.192
Cl 2.082 -0.463 -1.351
H 2.299 0.165 -2.564
```

Properties
HOMO level = -11.48 eV
SMILES = N#P.Cl
E_LUMO = -0.0572 eV
ΔE to the lowest compared entry with this formula, charge and spin = 0.892 eV
HOMO-LUMO gap = 11.42 eV

***

ORCA calculation (ωB97M-V/def2-TZVPD) on a 2-piece molecular cluster, ClHOS overall.

XYZ file:
```
4
ClHOS | OMol25 | ωB97M-V/def2-TZVPD
O 1.605 -0.752 2.147
S 0.715 -0.123 1.198
Cl -1.479 -0.052 -1.433
H -0.842 0.927 -1.912
```

Properties
HOMO level (alpha / beta) = -9.10 / -9.09 eV
SMILES = O=S.Cl
E_LUMO (alpha / beta) = -1.3321 / -1.3365 eV
ΔE to the lowest compared entry with this formula, charge and spin = 0.000 eV
HOMO-LUMO gap (alpha / beta) = 7.77 / 7.75 eV

***

ORCA calculation (ωB97M-V/def2-TZVPD) on ClHg as an isolated structure.

XYZ file:
```
2
ClHg | OMol25 | ωB97M-V/def2-TZVPD
Hg -0.593 0.039 0.726
Cl 0.593 -0.039 -0.726
```

Properties
HOMO level = -17.79 eV
E_LUMO = -8.6258 eV
charge = +1
ΔE to the lowest compared entry with this formula, charge and spin = 1.833 eV
HOMO-LUMO gap = 9.17 eV

***

ORCA calculation (ωB97M-V/def2-TZVPD) on ClHg2 as an isolated structure.

XYZ file:
```
3
ClHg2 | OMol25 | ωB97M-V/def2-TZVPD
Hg -14.414 -13.969 -11.169
Hg -10.648 -15.084 -13.462
Cl -13.208 -15.132 -13.177
```

Properties
HOMO level = -26.97 eV
E_LUMO = -19.0313 eV
charge = +3
ΔE to the lowest compared entry with this formula, charge and spin = 0.000 eV
HOMO-LUMO gap = 7.94 eV

***

ORCA calculation (ωB97M-V/def2-TZVPD) on ClHg2 as an isolated structure.

XYZ file:
```
3
ClHg2 | OMol25 | ωB97M-V/def2-TZVPD
Hg 0.847 -0.968 -1.703
Hg -1.479 1.281 0.656
Cl 0.632 -0.313 1.047
```

Properties
HOMO level = -26.92 eV
E_LUMO = -19.4073 eV
charge = +3
ΔE to the lowest compared entry with this formula, charge and spin = 0.972 eV
HOMO-LUMO gap = 7.52 eV

***

ORCA calculation (ωB97M-V/def2-TZVPD) on ClLi3 as an isolated structure.

XYZ file:
```
4
ClLi3 | OMol25 | ωB97M-V/def2-TZVPD
Li -4.831 3.355 2.045
Li 0.629 1.319 3.803
Li 1.057 6.190 1.726
Cl -1.925 5.069 4.811
```

Properties
HOMO level = -13.44 eV
E_LUMO = -8.1770 eV
charge = +2
ΔE to the lowest compared entry with this formula, charge and spin = 3.927 eV
HOMO-LUMO gap = 5.27 eV

***

ORCA calculation (ωB97M-V/def2-TZVPD) on one molecule with the formula ClNO2S.

XYZ file:
```
5
ClNO2S | OMol25 | ωB97M-V/def2-TZVPD
N -0.296 0.695 0.838
O 1.744 0.642 -0.283
O 0.161 -0.913 -1.195
S 0.512 -0.047 -0.138
Cl -2.122 -0.376 0.778
```

Properties
HOMO level = -11.85 eV
SMILES = O=S(=O)=NCl
E_LUMO = -2.6803 eV
ΔE to the lowest compared entry with this formula, charge and spin = 1.211 eV
HOMO-LUMO gap = 9.16 eV

***

ORCA calculation (ωB97M-V/def2-TZVPD) on ClNa2 as an isolated structure.

XYZ file:
```
3
ClNa2 | OMol25 | ωB97M-V/def2-TZVPD
Na 1.356 0.286 0.685
Na -0.390 -1.558 -0.146
Cl -0.966 1.273 -0.539
```

Properties
spin multiplicity = 2
HOMO level (alpha / beta) = -22.69 / -22.19 eV
E_LUMO (alpha / beta) = -10.8117 / -14.0865 eV
charge = +2
HOMO-LUMO gap (alpha / beta) = 11.88 / 8.10 eV

***

ORCA calculation (ωB97M-V/def2-TZVPD) on ClNi as an isolated structure.

XYZ file:
```
2
ClNi | OMol25 | ωB97M-V/def2-TZVPD
Ni -0.438 0.303 1.069
Cl 0.438 -0.303 -1.069
```

Properties
spin multiplicity = 4
HOMO level (alpha / beta) = -8.59 / -10.51 eV
E_LUMO (alpha / beta) = 0.1939 / -2.6824 eV
ΔE to the lowest compared entry with this formula, charge and spin = 0.118 eV
HOMO-LUMO gap (alpha / beta) = 8.78 / 7.83 eV

***

ORCA calculation (ωB97M-V/def2-TZVPD) on one molecule with the formula ClPS2.

XYZ file:
```
4
ClPS2 | OMol25 | ωB97M-V/def2-TZVPD
P 0.444 0.514 -0.686
S -0.266 -0.739 0.828
S 0.275 0.099 -2.607
Cl -0.444 0.325 2.755
```

Properties
HOMO level = -9.22 eV
SMILES = S=PSCl
E_LUMO = -2.3039 eV
ΔE to the lowest compared entry with this formula, charge and spin = 1.432 eV
HOMO-LUMO gap = 6.92 eV

***

ORCA calculation (ωB97M-V/def2-TZVPD) on CoH20O11 as an isolated structure.

XYZ file:
```
32
CoH20O11 | OMol25 | ωB97M-V/def2-TZVPD
Co 0.111 1.470 -1.571
O 2.016 1.946 -1.643
H 2.708 1.994 -2.294
O 0.144 0.634 0.215
H 0.321 -0.203 0.637
O -0.270 -3.018 1.307
H -0.626 -3.883 1.544
H -1.058 -2.495 1.037
O -1.935 -1.251 0.244
H -1.201 -0.578 0.291
H -1.751 -1.767 -0.553
O 2.080 -1.849 2.167
H 1.259 -2.280 1.865
H 2.297 -2.282 2.998
O -1.931 1.276 -1.805
H -2.641 1.915 -1.936
H -2.285 0.434 -2.121
O 0.352 -0.425 -2.414
H 1.020 -0.459 -3.109
H 0.299 -1.340 -2.062
O -1.045 1.083 2.724
H -0.795 0.910 1.784
H -1.059 2.039 2.804
O 1.752 2.361 1.736
H 1.197 1.602 1.417
H 1.123 2.995 2.085
O -0.313 3.398 -0.766
H 0.374 4.067 -0.641
H -1.114 3.770 -0.381
O 0.124 -3.118 -1.429
H 0.184 -3.071 -0.446
H 0.661 -3.875 -1.683
```

Properties
spin multiplicity = 4
HOMO level (alpha / beta) = -8.42 / -8.20 eV
E_LUMO (alpha / beta) = -0.3746 / -0.3765 eV
HOMO-LUMO gap (alpha / beta) = 8.05 / 7.83 eV

***

ORCA calculation (ωB97M-V/def2-TZVPD) on CrH18O9 as an isolated structure.

XYZ file:
```
28
CrH18O9 | OMol25 | ωB97M-V/def2-TZVPD
Cr -0.079 0.028 0.055
O -1.688 0.918 1.824
H -2.352 1.549 1.547
H -1.841 0.805 2.763
O 0.625 -0.711 1.927
H 1.000 -1.530 2.251
H 0.748 -0.091 2.645
O 0.378 1.938 0.720
H 1.104 2.550 0.602
H -0.182 2.355 1.375
O -1.661 0.966 -0.862
H -2.454 0.565 -1.218
H -1.828 1.908 -0.907
O 2.682 0.333 0.480
H 3.242 0.942 -0.001
H 3.291 -0.203 0.988
O 1.007 0.869 -1.605
H 1.900 0.813 -1.944
H 0.554 1.448 -2.217
O -1.565 -1.505 0.435
H -2.231 -1.938 -0.099
H -1.566 -1.991 1.260
O 0.997 -1.699 -0.515
H 1.935 -1.775 -0.690
H 0.671 -2.598 -0.557
O -1.002 -1.246 -2.383
H -1.359 -0.852 -3.180
H -0.326 -1.847 -2.695
```

Properties
spin multiplicity = 5
HOMO level (alpha / beta) = -26.79 / -26.39 eV
E_LUMO (alpha / beta) = -18.7746 / -23.1638 eV
charge = +4
HOMO-LUMO gap (alpha / beta) = 8.02 / 3.22 eV

***

ORCA calculation (ωB97M-V/def2-TZVPD) on CrN3O9 as an isolated structure.

XYZ file:
```
13
CrN3O9 | OMol25 | ωB97M-V/def2-TZVPD
Cr -0.019 20.716 7.636
N -0.160 23.229 6.739
O -0.299 22.829 7.845
O -0.294 24.306 6.262
O 0.192 22.200 6.132
N 2.157 19.491 8.517
O 0.969 19.205 8.607
O 3.115 18.869 8.853
O 2.082 20.632 8.054
N -2.216 19.605 6.854
O -1.081 19.350 6.439
O -2.023 20.379 7.745
O -3.280 19.133 6.460
```

Properties
spin multiplicity = 5
HOMO level (alpha / beta) = -4.45 / -6.62 eV
E_LUMO (alpha / beta) = 3.3651 / 3.2342 eV
charge = -1
HOMO-LUMO gap (alpha / beta) = 7.82 / 9.86 eV

***

ORCA calculation (ωB97M-V/def2-TZVPD) on CsF6N3NaO12S6 as an isolated structure.

XYZ file:
```
29
CsF6N3NaO12S6 | OMol25 | ωB97M-V/def2-TZVPD
Na -3.853 1.310 3.439
Cs -2.450 7.457 7.152
N -5.058 4.198 2.633
S -6.276 5.216 3.238
O -7.360 5.676 2.366
O -5.892 5.979 4.390
F -6.976 3.898 3.922
S -4.084 5.240 2.305
O -3.246 5.672 3.416
O -4.393 6.217 1.277
F -3.071 4.197 1.637
N -4.863 7.780 -3.934
S -3.773 6.531 -3.626
O -2.757 6.295 -4.650
O -4.166 5.401 -2.812
F -3.037 7.514 -2.607
S -5.883 6.799 -4.488
O -6.741 6.077 -3.531
O -5.654 6.140 -5.753
F -6.919 8.018 -4.833
N -7.786 11.148 0.667
S -7.328 11.210 2.285
O -8.353 10.875 3.285
O -6.346 12.225 2.556
F -6.475 9.868 2.189
S -8.665 12.379 0.761
O -8.020 13.721 0.822
O -9.992 12.190 1.340
F -9.043 12.346 -0.813
```

Properties
HOMO level = -5.65 eV
E_LUMO = -1.8620 eV
charge = -1
ΔE to the lowest compared entry with this formula, charge and spin = 1.961 eV
HOMO-LUMO gap = 3.79 eV

***

ORCA calculation (ωB97M-V/def2-TZVPD) on CsH2O as an isolated structure.

XYZ file:
```
4
CsH2O | OMol25 | ωB97M-V/def2-TZVPD
Cs 2.127 1.040 0.565
O -0.677 -0.224 0.181
H -0.067 -0.796 -0.298
H -1.383 -0.020 -0.449
```

Properties
HOMO level = -16.23 eV
E_LUMO = -4.0367 eV
charge = +1
ΔE to the lowest compared entry with this formula, charge and spin = 0.238 eV
HOMO-LUMO gap = 12.19 eV

***

ORCA calculation (ωB97M-V/def2-TZVPD) on CsH2O as an isolated structure.

XYZ file:
```
4
CsH2O | OMol25 | ωB97M-V/def2-TZVPD
Cs -0.202 2.261 -1.179
O -0.025 -0.486 0.661
H 0.296 -0.316 -0.214
H -0.070 -1.458 0.732
```

Properties
HOMO level = -15.92 eV
E_LUMO = -4.1346 eV
charge = +1
ΔE to the lowest compared entry with this formula, charge and spin = 0.499 eV
HOMO-LUMO gap = 11.79 eV